{
  "formula": "C23H20F3I2N3OPdS",
  "method": "ωB97M-V/def2-TZVPD",
  "homo_ev": [-7.55, -7.57],
  "energy_ha": -2548.9487,
  "orbital_gap_ev": [7.4, 5.6],
  "spin_multiplicity": 3,
  "molar_mass_g_mol": 803.72,
  "s_squared": 2.01,
  "e_above_lowest_kj_mol": 55.45,
  "species": ["Pd", "I", "C", "C", "C", "I", "C", "C", "C", "C", "N", "C", "C", "O", "H", "H", "H", "H", "F", "C", "F", "F", "C", "C", "C", "C", "C", "C", "C", "C", "H", "H", "H", "H", "C", "C", "N", "C", "S", "N", "C", "C", "H", "H", "H", "H", "H", "H", "H", "H", "H", "H", "H", "H"],
  "xyz": [[1.17534, 1.04958, 0.69615], [1.26980, 6.25952, 1.12610], [2.89359, 4.95930, 1.01745], [4.20444, 5.45483, 1.03830], [5.27702, 4.60718, 0.97878], [7.20110, 5.43539, 1.02614], [5.07885, 3.21359, 0.86366], [6.10751, 2.24793, 0.81322], [5.79909, 0.92381, 0.69639], [4.45118, 0.54457, 0.61456], [3.46831, 1.40738, 0.65077], [3.74882, 2.72898, 0.79987], [2.61580, 3.59666, 0.93125], [1.41222, 3.10781, 0.97327], [4.36060, 6.52293, 1.12248], [7.13908, 2.56835, 0.87995], [6.57308, 0.16919, 0.66001], [4.18175, -0.50334, 0.53232], [-8.36657, 0.62263, -0.19202], [-7.56137, 0.35072, -1.23138], [-7.87582, -0.88862, -1.66520], [-7.89099, 1.19599, -2.22755], [-6.11291, 0.45728, -0.87372], [-5.16532, 0.21279, -1.86192], [-3.82029, 0.30508, -1.56131], [-3.39924, 0.64281, -0.26689], [-4.36433, 0.87450, 0.71257], [-5.71435, 0.78290, 0.41093], [-1.99734, 0.74252, 0.02783], [-0.79503, 0.80790, 0.19136], [-5.48826, -0.04859, -2.86288], [-3.07232, 0.12369, -2.32216], [-4.04678, 1.13267, 1.71464], [-6.45834, 0.96155, 1.17509], [-1.42367, -4.79036, 0.59016], [-1.10242, -3.31135, 0.45209], [-0.00242, -2.90388, 1.34610], [0.93568, -1.99262, 1.04247], [1.43206, -0.87595, 2.25065], [1.44973, -1.98512, -0.19317], [1.59403, -3.12417, -1.10715], [1.11637, -2.78612, -2.51246], [-2.24388, -5.06120, -0.07677], [-1.72727, -5.02525, 1.61262], [-0.55527, -5.40611, 0.34440], [-1.97462, -2.70631, 0.70398], [-0.84006, -3.05885, -0.56787], [-0.26769, -2.85260, 2.31757], [2.07940, -1.22505, -0.36207], [1.05719, -3.97189, -0.69896], [2.65023, -3.39720, -1.12924], [0.06519, -2.49076, -2.50611], [1.23598, -3.64799, -3.17000], [1.69310, -1.95672, -2.92429]]
}